{"formula": "C24H31FN6O5RhTe", "method": "ωB97M-V with the def2-TZVPD basis set", "species": ["Rh", "C", "C", "N", "C", "C", "C", "O", "O", "C", "O", "C", "C", "C", "F", "C", "C", "C", "N", "C", "C", "N", "C", "C", "H", "H", "H", "H", "H", "H", "H", "H", "H", "H", "H", "H", "H", "H", "H", "H", "H", "H", "O", "N", "C", "C", "N", "C", "N", "C", "Te", "C", "H", "H", "H", "H", "H", "H", "C", "C", "C", "O", "H", "H", "H", "H", "H", "H", "H"], "positions_angstrom": [[-2.447, 1.931, -1.279], [0.785, -2.186, 4.449], [1.149, -0.765, 4.057], [0.672, -0.417, 2.713], [-0.523, 0.190, 2.594], [-1.125, 0.573, 1.428], [-2.497, 1.227, 1.620], [-2.923, 1.264, 2.762], [-3.149, 1.670, 0.602], [-0.435, 0.311, 0.209], [-0.815, 0.608, -0.945], [0.857, -0.376, 0.330], [1.580, -0.659, -0.831], [2.786, -1.288, -0.753], [3.477, -1.506, -1.891], [3.335, -1.693, 0.476], [2.614, -1.416, 1.625], [1.389, -0.734, 1.571], [4.567, -2.388, 0.585], [5.578, -1.861, 1.492], [6.219, -3.046, 2.224], [6.094, -4.250, 1.324], [6.363, -3.866, -0.102], [5.196, -2.991, -0.586], [1.140, -2.400, 5.457], [1.222, -2.916, 3.766], [-0.296, -2.322, 4.437], [2.224, -0.595, 4.092], [0.705, -0.046, 4.742], [-1.057, 0.400, 3.514], [1.186, -0.350, -1.791], [2.990, -1.769, 2.574], [5.140, -1.179, 2.213], [6.338, -1.295, 0.939], [5.710, -3.293, 3.153], [7.279, -2.892, 2.422], [5.127, -4.578, 1.382], [6.704, -5.005, 1.635], [6.468, -4.772, -0.694], [7.315, -3.338, -0.099], [4.464, -3.602, -1.110], [5.592, -2.258, -1.294], [-1.653, 2.218, -3.135], [-2.242, 1.489, -4.029], [-1.715, 1.458, -5.214], [-2.368, 0.638, -6.188], [-2.884, -0.031, -6.966], [-0.505, 2.161, -5.536], [0.479, 2.705, -5.769], [-4.993, -0.431, -0.393], [-3.872, 0.084, -2.112], [-5.425, 1.177, -3.032], [-5.217, 0.460, 0.185], [-4.422, -1.135, 0.208], [-5.905, -0.906, -0.752], [-6.119, 0.465, -3.474], [-4.966, 1.809, -3.784], [-5.899, 1.785, -2.269], [-5.473, 4.840, -1.346], [-4.459, 3.925, -0.675], [-3.530, 4.720, 0.232], [-3.752, 3.280, -1.723], [-6.188, 5.225, -0.617], [-6.023, 4.298, -2.116], [-4.972, 5.686, -1.819], [-4.991, 3.178, -0.070], [-2.961, 5.436, -0.367], [-2.841, 4.068, 0.770], [-4.101, 5.278, 0.977]], "nbo_charge": [0.976, -0.623, -0.208, -0.337, 0.159, -0.333, 0.789, -0.645, -0.732, 0.499, -0.643, -0.082, -0.195, 0.320, -0.319, 0.194, -0.298, 0.179, -0.484, -0.245, -0.221, -0.493, -0.236, -0.233, 0.231, 0.203, 0.231, 0.200, 0.230, 0.262, 0.276, 0.216, 0.251, 0.205, 0.230, 0.234, 0.444, 0.444, 0.248, 0.227, 0.235, 0.228, -0.499, -0.018, -0.119, 0.259, -0.287, 0.248, -0.275, -0.923, 1.107, -0.869, 0.266, 0.236, 0.235, 0.233, 0.267, 0.247, -0.613, 0.079, -0.635, -0.732, 0.209, 0.207, 0.210, 0.159, 0.208, 0.203, 0.215], "total_charge": 1, "homo_energy_ha": -0.3704, "gap_ev": 6.5, "e_lumo_ev": -3.55, "spin_multiplicity": 1, "e_above_lowest_kj_mol": 0.0}